Entry 1:
Computed, not measured: a structure of composition C36H37BrF3GeIN3O7SeTi, with wB97M-V/def2-TZVPD.

The geometry in XYZ format:
```
91
Properties=species:S:1:pos:R:3:mulliken_charge:R:1
Ti 0.1826 0.4339 0.2057 -1.38
C -1.8133 -2.9376 -2.1936 -1.09
C -0.6275 -3.3337 -1.3636 0.38
N -0.1455 -4.5747 -1.5350 -0.63
C 0.8703 -4.9459 -0.7486 -0.97
C 1.4356 -4.1681 0.2376 0.93
C 2.5226 -4.7290 1.0972 -0.99
O 2.0774 -5.0993 2.4163 -0.57
C 0.9314 -2.8496 0.4507 0.94
C 1.3851 -2.0411 1.5077 -1.41
N 0.9670 -0.7745 1.7971 1.09
C 1.5079 -0.3142 3.0142 -0.91
C 2.8813 -0.0688 3.1234 0.58
C 3.4457 0.4194 4.2890 -1.08
C 2.6458 0.6760 5.3948 -0.46
C 1.2837 0.4316 5.3187 -0.48
C 0.7259 -0.0620 4.1452 0.04
I -1.3234 -0.4292 4.0854 0.06
C -0.1095 -2.4317 -0.4288 0.40
O -0.6308 -1.2203 -0.3250 -0.13
H -1.8177 -3.5125 -3.1204 0.31
H -2.7449 -3.1470 -1.6581 0.27
H -1.8078 -1.8698 -2.4016 0.03
H 1.2538 -5.9522 -0.9087 0.30
H 2.9163 -5.6406 0.6430 0.39
H 3.3488 -4.0137 1.1915 0.30
H 1.3384 -4.5185 2.6289 0.45
H 2.1266 -2.4669 2.1798 0.61
H 3.4835 -0.2273 2.2372 0.35
H 4.5098 0.6202 4.3263 0.35
H 3.0729 1.0713 6.3085 0.41
H 0.6448 0.6254 6.1708 0.45
O 2.7334 1.0321 -2.4592 -0.66
C 2.7157 0.2170 -1.5522 -0.74
O 1.7100 -0.2184 -0.8837 0.94
H 3.6637 -0.2905 -1.2681 0.30
F -9.1411 3.0635 0.7854 -0.27
C -8.6566 2.1608 1.6797 0.81
F -8.9360 2.6543 2.9070 -0.30
F -9.4287 1.0530 1.5259 -0.27
C -7.2068 1.8799 1.4797 0.42
C -6.2769 2.1249 2.4808 -0.53
C -4.9362 1.8609 2.2610 -0.56
C -4.4895 1.3441 1.0367 -0.05
C -5.4485 1.0976 0.0386 -0.58
C -6.7847 1.3614 0.2571 -0.82
C -3.1119 1.0790 0.8124 0.53
C -1.9349 0.8180 0.6250 -0.56
H -6.5999 2.5263 3.4322 0.41
H -4.2051 2.0545 3.0351 0.50
H -5.1133 0.6967 -0.9085 0.55
H -7.5097 1.1674 -0.5246 0.33
Br 0.0711 4.3284 6.5806 -0.21
C 1.2514 4.1030 5.1091 -0.19
C 2.4964 4.7069 5.1425 -0.14
N 3.3832 4.5728 4.1599 -0.70
C 3.0382 3.8112 3.1218 -0.24
C 1.8072 3.1790 3.0074 0.19
C 0.8817 3.3276 4.0276 -0.40
C 1.5158 2.2690 1.8374 0.74
O 2.4068 1.9881 1.0388 -0.59
O 0.3246 1.8167 1.7959 -0.26
H 2.7856 5.3173 5.9909 0.37
H 3.7657 3.6816 2.3301 0.55
H -0.0777 2.8310 3.9582 0.60
C 2.0806 -2.7252 -3.5547 -0.47
Ge 1.7925 -1.7748 -5.2233 0.54
C 1.9390 -3.0348 -6.7359 -1.30
C 3.1824 -0.4179 -5.4660 -1.00
C -0.0129 -1.0162 -5.2995 -1.02
Se -0.4743 0.1525 -3.8004 0.22
C 0.4299 1.7468 -4.4216 -0.51
H 3.1303 -3.0164 -3.4729 0.43
H 1.4605 -3.6199 -3.4803 0.34
H 1.8278 -2.0809 -2.7116 -0.48
H 2.9267 -3.5007 -6.7480 0.37
H 1.7905 -2.5196 -7.6874 0.36
H 1.1901 -3.8242 -6.6494 0.36
H 4.1373 -0.9135 -5.6584 0.38
H 3.2778 0.1809 -4.5599 0.22
H 2.9608 0.2408 -6.3082 0.33
H -0.7286 -1.8395 -5.2439 0.37
H -0.1953 -0.4879 -6.2382 0.46
H 1.5025 1.6040 -4.4097 0.12
H 0.1918 2.5164 -3.6911 -0.06
H 0.0602 2.0347 -5.4065 0.41
C -0.3531 3.1882 -0.8318 -0.84
O 0.0212 1.8553 -0.9106 0.48
H -0.0627 3.7135 -1.7500 0.22
H 0.1334 3.6951 0.0101 0.12
H -1.4386 3.2785 -0.6972 0.24
```

Output
**Charge**: -2
**Strongest force on any atom**: 0.524 eV Å⁻¹
**Multiplicity**: 2
**LUMO (spin up / spin down)**: 3.581 / 3.581 eV
**HOMO energy (spin up / spin down)**: -0.02487 / -0.10459 Ha
**Energy relative to the best compared isomer or geometry (same formula, charge and spin)**: 201.13 kJ/mol

---

Entry 2:
Computed, not measured: a structure of composition C35H43INO4PSSiSr, with wB97M-V/def2-TZVPD.

The geometry in XYZ format:
```
88
Properties=species:S:1:pos:R:3:mulliken_charge:R:1
Sr 0.0318 -0.3256 0.0217 -0.16
I 0.3960 1.4488 2.6048 -0.46
C 1.1314 3.7012 0.0568 0.43
C 1.8185 2.5670 -0.2355 0.30
C 3.2261 2.7041 -0.3704 -1.02
C 3.8920 3.9119 -0.3011 -0.95
C 3.1698 5.1154 -0.0983 0.18
C 3.5586 6.4812 -0.1030 -0.88
C 2.6135 7.4734 0.0369 -0.76
C 1.2189 7.2273 0.2089 -0.75
C 0.8313 5.9218 0.2645 0.04
P -0.4356 4.5894 0.2614 1.38
C -1.2996 4.7438 -1.3047 0.75
C -2.0903 5.8741 -1.4933 -0.26
C -2.6436 6.1276 -2.7368 -0.73
C -2.3732 5.2732 -3.7969 -0.55
C -1.5741 4.1541 -3.6099 -0.70
C -1.0449 3.8751 -2.3601 0.15
C -1.4572 4.7035 1.7263 0.58
C -1.3788 5.9234 2.4032 -0.45
C -2.1910 6.1600 3.5009 -0.76
C -3.0750 5.1812 3.9248 -0.58
C -3.1353 3.9602 3.2674 -0.97
C -2.3301 3.7109 2.1711 0.21
C 1.8094 4.9251 0.0971 0.53
H 1.3634 1.6241 -0.3931 0.13
H 3.8002 1.8041 -0.5508 0.51
H 4.9694 3.9317 -0.4073 0.41
H 4.6002 6.7528 -0.2227 0.44
H 2.9418 8.5046 0.0088 0.39
H 0.5352 8.0630 0.2836 0.49
H -2.2792 6.5489 -0.6653 0.42
H -3.2798 6.9905 -2.8808 0.41
H -2.7933 5.4759 -4.7734 0.38
H -1.3585 3.5000 -4.4442 0.41
H -0.4880 2.9666 -2.1720 0.00
H -0.6707 6.6782 2.0910 0.21
H -2.1249 7.1039 4.0250 0.43
H -3.7086 5.3620 4.7836 0.39
H -3.8071 3.1888 3.6179 0.46
H -2.3217 2.7434 1.6998 0.04
O -3.5478 2.2098 -0.8335 -0.77
C -2.4322 1.9561 -0.4995 0.29
N -1.3180 1.7027 -0.1422 0.24
C -0.4509 -2.5225 3.4803 -1.65
C -0.8402 -2.3360 2.0173 2.70
C -1.9619 -1.2701 1.5992 -1.41
C -1.4223 -3.6840 1.5785 -1.77
O 0.5026 -1.9359 1.4262 -0.33
Si 0.8089 -2.8290 -0.1822 0.85
S 2.4054 -1.3404 -0.4665 -0.32
O 0.5758 -4.4014 -0.5419 -0.61
C 2.0280 -4.7741 -0.4170 2.11
C 2.7932 -4.2402 -1.6212 -1.57
C 2.2551 -6.2797 -0.3858 -1.96
C 2.4358 -4.2532 1.0378 -1.64
O -0.7467 -2.0545 -0.6447 -1.13
C -1.1864 -1.6499 -2.0305 2.24
C -1.2353 -2.9203 -2.8528 -1.81
C -2.6578 -1.2127 -1.7930 -1.45
C -0.0122 -0.7471 -2.5454 -2.16
H -1.2344 -3.0187 4.0541 0.39
H -0.1926 -1.5645 3.9339 0.26
H 0.4460 -3.1435 3.5101 0.32
H -2.9023 -1.7792 1.8086 0.65
H -1.8020 -1.4542 0.5467 0.42
H -1.8641 -0.2842 2.0373 -0.33
H -2.2717 -3.8655 2.2370 0.67
H -0.7210 -4.5117 1.7059 0.28
H -1.8008 -3.7180 0.5567 0.20
H 2.8005 -5.0324 -2.3689 0.46
H 3.8152 -3.9664 -1.3557 0.27
H 2.3326 -3.3845 -2.1151 0.26
H 1.8633 -6.7314 -1.2973 0.49
H 1.7306 -6.7297 0.4615 0.43
H 3.3201 -6.4831 -0.2993 0.39
H 3.0630 -3.3762 1.1508 0.37
H 2.9420 -5.0883 1.5263 0.56
H 1.5178 -4.1296 1.6155 0.38
H -1.8495 -3.6710 -2.3536 0.29
H -0.2369 -3.3556 -2.9657 0.43
H -1.6262 -2.7022 -3.8473 0.50
H -3.0713 -2.0311 -1.2021 0.27
H -3.1431 -1.2459 -2.7675 0.62
H -2.7790 -0.2773 -1.2804 0.04
H 0.6499 -1.1421 -1.7737 1.06
H -0.1473 0.3290 -2.6198 -0.11
H 0.3793 -1.1961 -3.4550 0.48
```

Output
**Strongest force on any atom**: 10.865 eV Å⁻¹
**LUMO**: -0.042 eV
**HOMO energy**: -0.24543 Ha
**Energy relative to the best compared isomer or geometry (same formula, charge and spin)**: 0.00 kJ/mol

---

Entry 3:
Computed, not measured: a structure of composition C37H35ClN2S2Si2Ti, with wB97M-V/def2-TZVPD.

The geometry in XYZ format:
```
80
Properties=species:S:1:pos:R:3:mulliken_charge:R:1
C -2.0196 -0.4874 4.3705 -0.50
C -2.3725 0.2110 3.1826 -0.83
C -2.0106 -0.6096 2.0595 -0.79
H -2.9523 1.1284 3.1448 0.76
C -1.4182 -1.8156 2.5756 -0.11
C -1.4213 -1.7286 4.0002 -0.73
H -1.1523 -2.5273 4.6865 0.65
H -2.2791 -0.1974 5.3874 0.49
H -2.3069 -0.4358 1.0389 0.78
H -1.1549 -2.6928 2.0024 0.56
Ti -0.1145 -0.0975 2.9872 0.14
Si -1.3213 -0.5298 -2.9696 -0.11
C -0.8183 1.0635 -3.8205 0.44
C 0.3671 1.1433 -4.5730 0.11
H 1.0339 0.2776 -4.6478 0.42
C 0.7374 2.3258 -5.2194 -0.77
H 1.6593 2.3641 -5.7993 0.41
C -0.0614 3.4688 -5.1171 -0.47
H 0.2305 4.4024 -5.6004 0.41
C -1.2611 3.3857 -4.3934 -0.63
H -1.8981 4.2686 -4.3174 0.41
C -1.6342 2.2031 -3.7501 -0.51
H -2.5513 2.1709 -3.1588 0.30
C -0.6739 -1.7159 -4.2787 0.30
C -1.1903 -1.6458 -5.5860 -0.34
H -2.0335 -0.9807 -5.7880 0.33
C -0.6194 -2.3772 -6.6349 -0.71
H -1.0261 -2.2852 -7.6404 0.39
C 0.4708 -3.2242 -6.4062 -0.47
H 0.9225 -3.7875 -7.2332 0.37
C 0.9847 -3.3160 -5.1080 -0.86
H 1.8449 -3.9617 -4.9187 0.40
C 0.4152 -2.5763 -4.0615 0.19
H 0.8657 -2.6670 -3.0750 0.43
H -2.8081 -0.6824 -2.9801 -0.18
Si 1.9506 0.2016 -1.5788 -0.19
C 1.3016 -1.4510 -0.9419 1.38
C -0.0586 -1.7844 -1.0299 0.59
H -0.8477 -1.0123 -1.4025 -0.59
C -0.5550 -2.9967 -0.5720 -0.67
H -1.6174 -3.2376 -0.7004 0.51
C 0.3108 -3.9217 0.0261 -0.82
H -0.0744 -4.8742 0.3946 0.45
C 1.6710 -3.6253 0.1284 -0.65
H 2.3503 -4.3504 0.5866 0.51
C 2.1657 -2.4127 -0.3561 -0.63
H 3.2237 -2.1750 -0.2295 0.36
C 0.7830 1.6353 -1.1524 0.98
C -0.4629 1.4931 -0.5044 1.73
H -0.7702 0.5212 -0.1066 -1.21
C -1.3435 2.5631 -0.3479 -0.86
H -2.3402 2.3998 0.0585 0.42
C -0.9384 3.8536 -0.7034 -0.72
H -1.5912 4.7060 -0.5263 0.48
C 0.3131 4.0357 -1.3004 -0.74
H 0.6351 5.0380 -1.5924 0.43
C 1.1478 2.9437 -1.5389 -0.88
H 2.1054 3.1082 -2.0375 0.37
H 3.2262 0.3871 -1.0360 -0.30
Cl 1.6924 0.3162 1.7340 -0.38
C -1.0303 3.4420 3.0346 -0.82
C -0.4230 2.8622 4.2448 0.33
N 0.0372 1.6156 4.3229 0.73
C 0.6654 1.3696 5.5585 -0.20
C 0.6993 2.4714 6.3832 -0.44
S -0.0960 3.8291 5.6577 -0.13
C 1.2305 0.0714 5.7459 -0.33
C 1.9523 -0.4384 6.8054 -0.49
S 2.4526 -2.0744 6.4944 -0.15
C 1.6903 -1.9882 4.9369 0.32
N 1.1030 -0.8275 4.6783 0.75
C 1.7752 -3.0918 3.9602 -0.78
H -2.0693 3.0982 2.9191 0.14
H -1.0332 4.5303 3.1838 0.57
H -0.4318 3.1964 2.1492 0.02
H 1.1622 2.4729 7.3616 0.44
H 2.1650 0.1182 7.7087 0.43
H 2.6673 -3.6667 4.2240 0.53
H 0.8950 -3.7420 4.0540 0.26
H 1.8782 -2.6808 2.9476 -0.07
```

Output
**Charge**: +1
**Strongest force on any atom**: 3.928 eV Å⁻¹
**Multiplicity**: 2
**LUMO (spin up / spin down)**: -3.502 / -3.489 eV
**HOMO energy (spin up / spin down)**: -0.27489 / -0.27531 Ha
**Energy relative to the best compared isomer or geometry (same formula, charge and spin)**: 161.32 kJ/mol

---

Entry 4:
Computed, not measured: the molecule C5H10O, with wB97M-V/def2-TZVPD.

The geometry in XYZ format:
```
16
Properties=species:S:1:pos:R:3:mulliken_charge:R:1
C -1.1895 -0.3602 1.3568 -1.53
C -0.5189 -0.6050 -0.1211 0.28
C -0.3844 0.7483 -0.8735 -0.60
C 1.1144 1.1067 -0.9364 -0.41
O 1.7063 0.2314 0.0097 -0.39
C 0.9609 -0.9785 0.0146 -0.66
H -2.1449 0.2140 1.4117 0.40
H -1.4155 -1.3398 1.7843 0.39
H -0.5351 0.1616 2.0889 0.35
H -1.1454 -1.3302 -0.6479 0.37
H -0.9824 0.9877 -1.7648 0.39
H -0.8217 1.1222 0.0343 0.21
H 1.3158 2.1355 -0.6040 0.26
H 1.6060 1.0014 -1.9259 0.27
H 1.2969 -1.6380 -0.8015 0.28
H 1.1376 -1.4572 0.9748 0.37
```

Output
**Strongest force on any atom**: 2.885 eV Å⁻¹
**LUMO**: 1.095 eV
**HOMO energy**: -0.35798 Ha
**SMILES**: C[C@H]1CCOC1
**Energy relative to the best compared isomer or geometry (same formula, charge and spin)**: 152.35 kJ/mol

---

The highest energy relative to the best compared isomer or geometry (same formula, charge and spin) belongs to which entry? C36H37BrF3GeIN3O7SeTi